No. 1
Below is a cluster of 2 separate species, C10H13N3OS in total in a non-equilibrium geometry, with properties calculated with ωB97M-V/def2-TZVPD.

CARTESIAN COORDINATES (ANGSTROEM)
C1 -2.986 0.414 -0.460
C2 -3.149 -0.454 0.552
C3 -1.567 0.669 -0.745
C4 -0.813 -0.272 -0.105
C5 1.517 0.470 2.461
C6 -1.088 1.676 -1.749
C7 1.419 -1.033 2.857
C8 0.719 2.092 -3.570
C9 1.085 -3.048 1.502
C10 0.394 1.726 -2.105
N1 1.623 0.467 1.157
N2 1.498 -0.711 0.626
N3 1.466 -1.691 1.567
O1 -1.814 2.504 -2.220
S1 -1.691 -1.258 0.993
H1 -3.681 1.191 -0.878
H2 -4.167 -0.739 0.908
H3 1.515 1.321 3.058
H4 2.334 -1.367 3.373
H5 0.631 -1.091 3.644
H6 0.001 2.810 -4.041
H7 1.650 2.426 -3.923
H8 0.499 1.137 -4.141
H9 -0.079 -3.220 1.488
H10 1.397 -3.568 0.507
H11 1.574 -3.636 2.322
H12 0.887 2.407 -1.302
H13 0.823 0.778 -1.776

Summary:
relative energy (zero: lowest compared OMol25 entry of this formula, charge and spin): 157.8 kcal per mole
highest occupied orbital energy (spin up / spin down): -8.9 / -7.8 eV
lowest unoccupied orbital energy (spin up / spin down): -0.020 / -0.027 Eh
max |F|: 4.679 eV Å⁻¹
total charge: 0
molecular weight: 223.30 g mol⁻¹

These are the Löwdin partial charges, in e, on atoms 1 to 8:
1 C -0.14
2 C -0.44
3 C -0.25
4 C -0.27
5 C -0.05
6 C -0.39
7 C -0.16
8 C -0.09

=====

No. 2
Below is a cluster of 2 separate species, C2H3FO2S in total in a non-equilibrium geometry, with properties calculated with ωB97M-V/def2-TZVPD.

CARTESIAN COORDINATES (ANGSTROEM)
C1 -1.272 0.058 -0.314
C2 -0.311 0.957 -0.270
O1 1.248 -0.786 1.854
O2 1.559 -1.768 -0.360
F1 0.545 1.146 -1.294
S1 1.708 -0.627 0.499
H1 -1.943 -0.051 0.518
H2 -1.397 -0.597 -1.159
H3 -0.137 1.667 0.527

Summary:
relative energy (zero: lowest compared OMol25 entry of this formula, charge and spin): 27.9 kcal per mole
highest occupied orbital energy (spin up / spin down): -8.0 / -10.5 eV
lowest unoccupied orbital energy (spin up / spin down): 0.034 / -0.157 Eh
max |F|: 3.304 eV Å⁻¹
total charge: 0
<S²>: 2.0127
molecular weight: 110.11 g mol⁻¹
multiplicity: 3

These are the Löwdin partial charges, in e, on atoms 1 to 8:
1 C 0.04
2 C -0.31
3 O -0.39
4 O -0.38
5 F -0.04
6 S 0.82
7 H 0.07
8 H 0.08

=====

No. 3
Below is the molecule C2H4NP in a non-equilibrium geometry, with properties calculated with ωB97M-V/def2-TZVPD.

CARTESIAN COORDINATES (ANGSTROEM)
C1 0.567 0.658 -0.151
C2 0.156 -0.796 0.088
N1 -1.547 1.102 0.106
P1 -1.633 -0.511 -0.061
H1 1.058 0.967 0.696
H2 0.308 1.278 -1.035
H3 0.569 -1.487 -0.673
H4 0.522 -1.212 1.030

Summary:
relative energy (zero: lowest compared OMol25 entry of this formula, charge and spin): 77.3 kcal per mole
highest occupied orbital energy (spin up / spin down): -8.7 / -8.2 eV
lowest unoccupied orbital energy (spin up / spin down): -0.004 / -0.014 Eh
max |F|: 4.327 eV Å⁻¹
total charge: 0
molecular weight: 73.03 g mol⁻¹

The computed Löwdin charges, all in e, follow:
1 C -0.06
2 C -0.53
3 N -0.33
4 P 0.70
5 H 0.02
6 H 0.07
7 H 0.06
8 H 0.07

=====

No. 4
Below is the molecule C26H23N3O2S in a non-equilibrium geometry, with properties calculated with ωB97M-V/def2-TZVPD.

CARTESIAN COORDINATES (ANGSTROEM)
C1 -6.481 -2.577 -1.086
C2 -6.059 -1.141 -0.835
O1 -6.763 -0.192 -1.085
N1 -4.804 -1.063 -0.301
C3 -4.070 0.068 0.073
C4 -2.804 -0.136 0.611
C5 -2.019 0.940 1.010
C6 -2.503 2.236 0.864
C7 -3.762 2.429 0.326
C8 -4.552 1.366 -0.070
H1 -5.532 1.529 -0.486
H2 -4.137 3.434 0.212
H3 -1.896 3.070 1.170
N2 -0.758 0.655 1.541
C9 0.192 1.509 2.013
O2 0.078 2.708 2.105
C10 1.463 0.756 2.409
C11 1.943 -0.034 1.232
C12 2.318 0.486 0.015
C13 2.394 1.876 -0.405
C14 3.031 2.837 0.376
C15 3.060 4.156 -0.028
C16 2.458 4.556 -1.215
C17 1.840 3.591 -2.001
C18 1.812 2.269 -1.608
H4 1.323 1.529 -2.227
H5 1.373 3.879 -2.932
C19 2.461 5.995 -1.626
H6 2.388 6.093 -2.707
H7 3.364 6.496 -1.284
H8 1.605 6.505 -1.182
H9 3.557 4.890 0.590
H10 3.526 2.546 1.290
S1 2.634 -0.810 -1.094
C20 2.222 -1.954 0.177
N3 1.884 -1.382 1.287
C21 2.260 -3.382 -0.031
C22 2.616 -3.925 -1.266
C23 2.648 -5.295 -1.439
C24 2.327 -6.139 -0.388
C25 1.972 -5.607 0.842
C26 1.938 -4.239 1.024
H11 1.669 -3.809 1.976
H12 1.723 -6.264 1.663
H13 2.354 -7.209 -0.527
H14 2.926 -5.707 -2.398
H15 2.868 -3.266 -2.084
H16 2.199 1.482 2.748
H17 1.245 0.064 3.224
H18 -0.511 -0.327 1.545
H19 -2.423 -1.145 0.721
H20 -4.327 -1.940 -0.143
H21 -6.473 -3.141 -0.156
H22 -7.485 -2.584 -1.500
H23 -5.801 -3.050 -1.792

Summary:
highest occupied orbital energy: -8.0 eV
SMILES: CC(=O)Nc1cccc(NC(=O)Cc2nc(-c3ccccc3)sc2-c2ccc(C)cc2)c1
lowest unoccupied orbital energy: -0.005 Eh
max |F|: 1.286 eV Å⁻¹
total charge: 0
molecular weight: 441.56 g mol⁻¹

These are the Löwdin partial charges, in e, on atoms 1 to 8:
1 C 0.00
2 C -0.51
3 O 0.07
4 N 0.11
5 C -0.22
6 C 0.03
7 C -0.21
8 C -0.02

=====

No. 5
Below is the ion C2H4BrN2 with charge +1 in a non-equilibrium geometry, with properties calculated with ωB97M-V/def2-TZVPD.

CARTESIAN COORDINATES (ANGSTROEM)
C1 -0.958 -0.186 0.598
C2 1.170 0.416 -0.564
N1 0.239 -0.544 0.054
N2 -2.001 0.026 1.172
Br1 0.433 -2.379 -0.189
H1 1.040 0.630 -1.692
H2 0.939 1.535 -0.295
H3 2.145 0.207 -0.113
H4 -3.006 0.295 1.029

Summary:
relative energy (zero: lowest compared OMol25 entry of this formula, charge and spin): 50.3 kcal per mole
highest occupied orbital energy: -15.1 eV
SMILES: CN(Br)C#[NH+]
lowest unoccupied orbital energy: -0.209 Eh
max |F|: 4.723 eV Å⁻¹
total charge: +1
molecular weight: 135.97 g mol⁻¹

These are the Löwdin partial charges, in e, on atoms 1 to 8:
1 C -0.12
2 C -0.10
3 N -0.55
4 N 0.31
5 Br 0.91
6 H 0.13
7 H 0.14
8 H 0.10

=====

No. 6
Below is a structure of composition C18H20BCaF4N3O4 in a non-equilibrium geometry, with properties calculated with ωB97M-V/def2-TZVPD.

CARTESIAN COORDINATES (ANGSTROEM)
Ca1 0.940 0.703 -1.428
C1 4.389 3.366 -2.578
C2 3.271 2.598 -1.943
N1 2.942 1.414 -2.322
O1 3.728 0.929 -3.343
C3 2.534 3.188 -0.780
C4 2.894 4.522 -0.209
N2 1.591 2.439 -0.273
O2 0.915 2.788 0.776
H1 4.601 2.993 -3.568
H2 5.296 3.258 -1.972
H3 4.144 4.428 -2.625
H4 3.632 -0.020 -3.211
H5 3.933 4.552 0.133
H6 2.242 4.709 0.637
H7 2.758 5.326 -0.939
C5 -1.761 -2.913 -0.592
O3 -2.458 -2.633 0.624
C6 -1.747 -2.801 1.749
C7 -1.909 -4.014 2.406
C8 -1.274 -4.287 3.602
C9 -0.461 -3.316 4.173
C10 -0.308 -2.104 3.533
C11 -0.938 -1.815 2.321
N3 -0.560 -0.509 1.805
C12 -0.960 0.358 0.905
C13 -2.199 0.445 0.228
C14 -3.423 0.054 0.837
C15 -4.610 0.318 0.233
C16 -4.603 0.945 -1.043
C17 -3.446 1.296 -1.678
C18 -2.183 1.040 -1.084
O4 -1.073 1.234 -1.721
H8 -2.470 -2.770 -1.401
H9 -1.377 -3.930 -0.598
H10 -0.932 -2.242 -0.721
H11 -2.554 -4.745 1.934
H12 -1.407 -5.250 4.081
H13 0.050 -3.499 5.112
H14 0.329 -1.336 3.980
H15 0.295 -0.206 2.232
H16 -0.256 1.217 0.780
H17 -3.398 -0.405 1.824
H18 -5.546 0.063 0.716
H19 -5.553 1.150 -1.531
H20 -3.454 1.767 -2.654
F1 1.335 -1.163 -2.406
B1 2.112 -1.719 -1.279
F2 1.673 -2.996 -0.968
F3 3.471 -1.626 -1.589
F4 1.787 -0.799 -0.164

Summary:
relative energy (zero: lowest compared OMol25 entry of this formula, charge and spin): 21.4 kcal per mole
highest occupied orbital energy: -7.7 eV
lowest unoccupied orbital energy: -0.036 Eh
max |F|: 1.887 eV Å⁻¹
total charge: 0
molecular weight: 469.26 g mol⁻¹

These are the Löwdin partial charges, in e, on atoms 1 to 8:
1 Ca 1.51
2 C 0.00
3 C -0.26
4 N -0.12
5 O -0.03
6 C -0.29
7 C -0.04
8 N -0.27